No. 1
ORCA calculation (ωB97M-V/def2-TZVPD) on C17H20GaN3O2S as an isolated structure.

Geometry as ORCA input:
```
! RIJCOSX wB97M-V def2-TZVPD def2/J DEFGRID3
* xyz 2 1
Ga -0.141 0.905 -0.313
S 0.256 -0.106 -4.623
O 1.407 2.097 -0.467
O 1.462 -2.203 0.741
N 3.508 -1.170 0.558
N -0.418 0.443 -2.255
N 1.534 -0.031 0.074
C -2.741 0.706 -0.014
C -2.026 1.644 0.757
C -2.279 3.124 0.653
C 4.169 -2.415 0.963
C -2.636 -0.673 0.214
C -1.821 -1.125 1.253
C -1.521 0.716 -3.033
C 2.109 -1.218 0.482
C -1.119 1.126 1.741
C 4.190 -0.036 0.307
C -1.329 0.476 -4.349
C -1.081 -0.252 2.046
C -3.406 -1.637 -0.634
C 3.600 1.143 -0.058
C -0.250 -0.751 3.183
C 0.600 0.011 -2.981
C 2.203 1.123 -0.159
H 3.781 -2.742 1.926
H -1.591 3.622 -0.034
H -0.652 -1.687 3.565
H -0.203 -0.021 3.989
H 4.167 2.041 -0.241
H -2.159 3.597 1.626
H -3.474 1.071 -0.725
H 1.553 -0.260 -2.556
H -4.375 -1.229 -0.920
H 5.240 -2.252 1.029
H -3.563 -2.579 -0.115
H 3.956 -3.200 0.240
H -2.851 -1.854 -1.551
H -2.428 1.082 -2.581
H -1.778 -2.187 1.464
H 0.771 -0.956 2.853
H -0.610 1.829 2.390
H -2.030 0.608 -5.158
H 5.266 -0.092 0.414
H -3.290 3.310 0.297
*
```

## Properties
ΔE to the lowest compared entry with this formula, charge and spin   0.000 eV
Total energy   -89717.4265 eV
LUMO   -6.76 eV
Max |F|   0.64 eV/Å
Frontier orbital gap   0.3204 Eh
HOMO   -15.5 eV

***

No. 2
ORCA calculation (ωB97M-V/def2-TZVPD) on one molecule with the formula C17H20IN3O7P2S in a non-equilibrium geometry.

Geometry as ORCA input:
```
! RIJCOSX wB97M-V def2-TZVPD def2/J DEFGRID3
* xyz 0 1
I -4.400 -1.869 2.614
S -1.510 1.244 -2.453
P -5.388 1.101 1.394
P -1.689 -3.230 0.600
O -6.640 0.117 1.546
O -5.011 1.796 2.621
O 3.887 -2.270 0.849
O -5.947 2.210 0.342
O 3.931 -0.371 -0.841
O -0.230 -3.070 1.296
O -2.575 -4.168 1.555
N -1.556 -3.952 -0.761
N -0.734 -1.370 -1.533
N 0.426 3.900 -0.347
C 0.181 0.850 -2.012
C -3.981 0.280 0.565
C -3.404 0.968 -0.484
C 4.287 0.079 0.472
C -3.478 -0.959 0.936
C 1.176 4.109 -1.351
C -2.424 -1.583 0.266
C 1.016 3.178 -2.572
C 1.221 1.753 -2.088
C 2.679 0.036 -1.223
C -2.345 0.378 -1.123
C 4.234 -0.922 2.805
C 0.363 -0.450 -1.566
C 4.650 -1.176 1.349
C 2.470 1.309 -1.700
C -1.845 -0.863 -0.786
C 1.613 -0.842 -1.162
H 1.865 3.416 -3.227
H -3.735 1.950 -0.798
H 5.724 -1.383 1.272
H -7.400 0.521 1.097
H 1.942 4.895 -1.378
H 0.665 4.570 0.389
H 3.483 0.666 0.931
H -0.590 -4.162 -0.974
H 0.275 -2.356 0.880
H -2.164 -4.219 2.434
H 4.849 -0.116 3.216
H 4.369 -1.857 3.356
H 1.785 -1.850 -0.788
H 0.059 3.325 -3.071
H 3.174 -0.648 2.797
H 5.164 0.735 0.367
H -5.281 2.893 0.204
H 4.468 -2.854 0.353
H 3.357 1.943 -1.754
H -1.085 -1.519 -2.481
*
```

## Properties
Total energy   -74271.6918 eV
LUMO   0.14 eV
Max |F|   3.56 eV/Å
Frontier orbital gap   0.3017 Eh
HOMO   -8.1 eV
Structure (SMILES)   [H]/N=C/Cc1cc(OC[C@@H](C)O)cc2c1Sc1cc(P(=O)(O)O)c(I)c(P(=N)(O)O)c1N2

***

No. 3
ORCA calculation (ωB97M-V/def2-TZVPD) on C17H20IrN3O as an isolated structure in a non-equilibrium geometry.

Geometry as ORCA input:
```
! RIJCOSX wB97M-V def2-TZVPD def2/J DEFGRID3
* xyz -1 6
Ir 0.126 0.866 0.984
O 0.041 -1.489 -0.321
N -0.123 -2.016 2.497
N -0.199 -0.141 6.684
N -0.213 -1.983 4.989
C -0.232 -0.476 -3.689
C 0.381 -1.775 -3.208
C -1.940 0.259 1.718
C -1.713 -0.458 -3.432
C 1.825 1.877 1.691
C 2.086 0.330 -0.028
C 1.978 -0.406 1.211
C 2.001 1.734 0.258
C -0.204 -0.982 5.838
C 0.576 0.730 -3.337
C -1.973 0.283 0.301
C -0.162 -1.924 3.666
C 0.388 -2.142 -1.541
C -1.508 1.559 2.173
C 1.836 0.542 2.279
C -1.320 2.388 0.994
C -1.618 1.577 -0.153
H -2.083 -0.458 -4.458
H -1.042 3.442 0.993
H 2.024 2.538 -0.472
H 1.606 0.519 -2.922
H -0.228 -3.086 -1.441
H 0.606 1.225 -4.299
H 1.939 -1.480 1.289
H -1.391 1.879 3.198
H -1.522 1.895 -1.208
H 1.450 -1.956 -3.579
H 0.185 1.401 -2.526
H -2.141 -1.359 -2.878
H 1.742 0.321 3.333
H 1.769 2.805 2.233
H 2.154 -0.115 -1.011
H 1.446 -2.418 -1.273
H -2.167 -0.593 2.351
H -2.206 -0.585 -0.342
H -0.054 -2.690 -3.753
H -2.120 0.362 -2.807
*
```

## Properties
Total energy   -27299.1810 eV
LUMO (spin up / spin down)   2.54 / 1.00 eV
Max |F|   4.04 eV/Å
Frontier orbital gap (spin up / spin down)   0.1528 / 0.2102 Eh
HOMO (spin up / spin down)   -1.6 / -4.7 eV
Expectation value of S²   8.776

***

No. 4
ORCA calculation (ωB97M-V/def2-TZVPD) on one molecule with the formula C17H20N2O3S.

Geometry as ORCA input:
```
! RIJCOSX wB97M-V def2-TZVPD def2/J DEFGRID3
* xyz 0 1
S -0.664 -2.961 2.863
O -2.103 1.455 3.879
O 3.348 -2.674 -3.913
O -1.981 2.153 -1.595
N -1.468 -0.553 2.312
N 0.116 -1.456 0.855
C 3.675 -0.333 -1.186
C -2.295 3.371 -2.225
C 2.031 -1.960 -0.544
C 1.050 -2.491 0.461
C 3.844 -0.968 -2.398
C -1.737 0.850 0.323
C -2.510 2.462 4.771
C -2.030 2.098 -0.233
C -2.385 2.967 1.978
C 2.774 -0.824 -0.255
C 3.108 -2.115 -2.696
C 2.198 -2.602 -1.765
C -2.088 1.741 2.538
C -1.736 0.663 1.694
C -2.345 3.157 0.601
C 2.648 -3.841 -4.271
C -0.661 -1.586 1.942
H -1.853 -0.645 3.244
H 1.568 -3.667 -4.313
H 1.575 -2.853 1.356
H -1.594 4.163 -1.941
H -2.649 3.806 2.603
H -1.560 0.032 -0.356
H 2.659 -0.332 0.699
H 0.241 -0.543 0.443
H 3.008 -4.107 -5.263
H 1.612 -3.484 -1.971
H -2.576 4.134 0.209
H 0.489 -3.339 0.052
H 4.543 -0.601 -3.132
H 4.252 0.551 -0.961
H -3.317 3.689 -1.997
H 2.858 -4.663 -3.579
H -3.530 2.799 4.558
H -1.830 3.320 4.746
H -2.479 2.008 5.760
H -2.207 3.180 -3.293
*
```

## Properties
ΔE to the lowest compared entry with this formula, charge and spin   2.032 eV
Total energy   -37910.9285 eV
LUMO   0.66 eV
Max |F|   0.61 eV/Å
Frontier orbital gap   0.3113 Eh
HOMO   -7.8 eV
Structure (SMILES)   COc1cccc(CNC(=S)Nc2cc(OC)ccc2OC)c1

***

No. 5
ORCA calculation (ωB97M-V/def2-TZVPD) on one molecule with the formula C17H20N2O3S.

Geometry as ORCA input:
```
! RIJCOSX wB97M-V def2-TZVPD def2/J DEFGRID3
* xyz 0 1
S 1.189 -3.043 -0.542
O 1.463 -4.350 -0.022
O 2.114 -2.476 -1.485
O 1.023 2.756 3.198
N 0.178 0.756 3.903
N -0.371 -3.118 -1.161
C 1.144 0.316 1.699
C -0.791 -1.986 -1.956
C -0.005 1.637 -4.432
C -1.679 -0.524 -4.850
C 0.463 2.093 4.036
C -1.970 0.699 -5.430
C 0.291 4.130 5.498
C 0.250 -2.314 1.911
C 0.933 -1.888 0.788
C 0.012 -1.422 2.936
C 0.284 0.414 -3.855
C -0.016 2.644 5.370
C -0.241 -1.988 -3.391
C -1.135 1.783 -5.221
C 1.383 -0.587 0.679
C 0.452 -0.098 2.838
C -0.548 -0.680 -4.060
H 0.651 2.479 -4.268
H 0.838 -2.137 -3.335
H -2.851 0.806 -6.046
H 1.487 1.334 1.625
H -0.305 0.318 4.676
H -0.517 -1.744 3.822
H 0.476 2.087 6.172
H -0.075 -3.340 1.965
H -1.885 -1.962 -1.971
H -1.361 2.737 -5.673
H -0.437 -1.097 -1.430
H -0.685 -2.818 -3.946
H 1.361 4.299 5.414
H -0.541 -4.012 -1.596
H 1.169 0.294 -3.246
H -0.199 4.683 4.701
H -2.334 -1.367 -5.019
H 1.928 -0.297 -0.205
H -0.053 4.510 6.456
H -1.093 2.473 5.452
*
```

## Properties
ΔE to the lowest compared entry with this formula, charge and spin   0.903 eV
Total energy   -37912.0580 eV
LUMO   0.47 eV
Max |F|   0.94 eV/Å
Frontier orbital gap   0.3465 Eh
HOMO   -9.0 eV
Structure (SMILES)   CCC(=O)Nc1ccc(S(=O)(=O)NCCc2ccccc2)cc1

***

No. 6
ORCA calculation (ωB97M-V/def2-TZVPD) on C17H20N2O4 as an isolated structure in a non-equilibrium geometry.

Geometry as ORCA input:
```
! RIJCOSX wB97M-V def2-TZVPD def2/J DEFGRID3
* xyz 0 1
O 1.977 -2.205 1.200
O 3.798 2.855 1.646
O -0.946 0.109 -2.907
O 1.461 0.432 -2.113
N -1.243 -0.238 -1.619
N -0.949 -0.369 0.543
C -0.382 -0.359 -0.702
C 3.288 1.758 1.374
C -4.642 -0.059 0.804
C 1.327 -2.676 -0.206
C 2.213 -0.564 1.198
C 3.736 4.007 0.666
C -2.151 -0.628 0.105
C 1.030 0.190 -1.083
C 3.574 0.752 2.421
C 2.000 0.286 0.176
C -2.398 -0.343 -1.031
C 3.014 -0.526 2.258
C 2.613 1.427 0.090
C -4.686 -1.657 -1.274
C -5.397 -0.799 -0.138
C -3.758 -0.591 -2.041
C -3.190 -0.872 1.107
H -4.349 0.750 0.445
H 4.313 3.695 -0.314
H 0.176 -2.628 0.070
H 4.246 4.774 0.941
H -4.092 -2.412 -0.998
H -4.161 0.544 -2.297
H -5.153 0.088 1.660
H 1.574 -3.625 0.134
H -6.173 -0.406 -0.672
H 2.270 2.282 -0.469
H 0.141 -0.096 -3.058
H -2.926 -0.418 2.164
H -3.341 -0.870 -2.847
H 2.807 4.428 0.711
H -5.487 -1.675 -1.953
H 3.140 -1.274 3.246
H -5.977 -1.856 0.506
H -3.399 -1.807 1.231
H 4.032 1.099 3.263
H 1.785 -2.362 -0.993
*
```

## Properties
ΔE to the lowest compared entry with this formula, charge and spin   18.537 eV
Total energy   -29107.4064 eV
LUMO   0.38 eV
Max |F|   17.92 eV/Å
Frontier orbital gap   0.2903 Eh
HOMO   -7.5 eV

***

No. 7
ORCA calculation (ωB97M-V/def2-TZVPD) on one molecule with the formula C17H20N4O2 in a non-equilibrium geometry.

Geometry as ORCA input:
```
! RIJCOSX wB97M-V def2-TZVPD def2/J DEFGRID3
* xyz 0 1
O 3.122 2.648 -4.942
O 1.347 5.184 -1.701
N -0.008 -1.116 0.078
N 1.371 3.080 -1.329
N 1.760 0.657 -0.777
N 1.926 4.031 -3.437
C -2.257 -1.985 -0.459
C -2.196 -1.361 4.340
C 2.385 1.661 -3.039
C 1.341 0.827 0.552
C -3.225 -1.194 0.600
C -1.303 -2.014 1.852
C -0.945 -2.097 0.429
C -3.146 -1.285 3.262
C 0.701 -1.421 -1.134
C 2.075 -0.713 -1.164
C -2.690 -1.590 1.967
C -0.079 0.331 0.534
C 1.842 1.756 -1.743
C 2.444 2.791 -3.895
C -0.867 -1.806 4.181
C 1.395 4.122 -2.225
C -0.383 -2.133 2.926
H 0.973 -2.411 -1.162
H -2.002 -1.450 -1.323
H 1.388 1.842 0.887
H -4.204 -0.944 3.313
H -0.648 0.914 -0.122
H -0.492 0.571 1.503
H -0.576 -3.096 0.088
H -3.182 -0.125 0.349
H -2.710 -2.948 -0.673
H 2.205 4.859 -4.001
H -0.148 -1.764 5.030
H -0.024 -1.190 -1.945
H 2.875 -0.942 -0.525
H -2.565 -1.154 5.369
H -4.294 -1.528 0.328
H 0.941 3.067 -0.359
H 0.576 -2.365 2.749
H 2.568 -0.819 -2.125
H 1.882 0.228 1.246
H 2.827 0.882 -3.503
*
```

## Properties
ΔE to the lowest compared entry with this formula, charge and spin   4.780 eV
Total energy   -28006.3099 eV
LUMO   0.43 eV
Max |F|   6.46 eV/Å
Frontier orbital gap   0.3136 Eh
HOMO   -8.1 eV
Structure (SMILES)   O=c1cc(N2CCN([C@@H]3CCc4ccccc43)CC2)[nH]c(=O)[nH]1

***

No. 8
ORCA calculation (ωB97M-V/def2-TZVPD) on one molecule with the formula C17H20N4O4S in a non-equilibrium geometry.

Geometry as ORCA input:
```
! RIJCOSX wB97M-V def2-TZVPD def2/J DEFGRID3
* xyz 0 1
S 1.857 -0.286 -3.000
O -0.492 -1.487 -0.252
O 0.363 1.015 -1.241
O -3.257 2.846 0.076
O 2.332 0.387 1.262
N -1.605 1.371 0.488
N 2.213 2.102 -1.706
N 1.731 -1.873 -0.394
N 1.532 2.800 -0.768
C -5.702 -1.492 -0.263
C -5.030 0.780 -0.607
C 1.965 -1.986 1.023
C 1.504 1.050 -1.957
C 4.549 0.580 0.576
C 2.883 -0.883 1.559
C -0.591 2.393 0.525
C -5.957 -0.230 -0.775
C -3.588 -0.726 0.587
C 3.413 1.298 1.309
C -3.834 0.541 0.066
C 4.318 -0.884 0.973
C -4.521 -1.733 0.420
C 0.456 2.140 -0.497
C -2.895 1.690 0.202
C 0.526 -1.575 -0.905
C 0.523 -1.398 -2.423
H -6.880 -0.035 -1.302
H -0.104 2.433 1.508
H 3.100 2.227 0.836
H -6.424 -2.285 -0.391
H -4.325 -2.714 0.827
H 4.430 0.722 -0.499
H 5.526 0.951 0.873
H 5.030 -1.211 1.729
H -5.212 1.773 -0.990
H 4.407 -1.554 0.119
H 0.706 -2.352 -2.917
H -0.442 -1.003 -2.740
H 2.537 -1.836 -1.002
H -2.681 -0.938 1.131
H 0.989 -1.910 1.506
H -1.088 3.354 0.342
H -1.299 0.408 0.431
H 2.939 -1.001 2.654
H 3.688 1.491 2.356
H 2.409 -2.960 1.251
*
```

## Properties
ΔE to the lowest compared entry with this formula, charge and spin   0.090 eV
Total energy   -42939.6093 eV
LUMO   0.31 eV
Max |F|   1.62 eV/Å
Frontier orbital gap   0.3442 Eh
HOMO   -9.1 eV
Structure (SMILES)   O=C(CSc1nnc(CNC(=O)c2ccccc2)o1)NC[C@H]1CCCO1

***

No. 9
ORCA calculation (ωB97M-V/def2-TZVPD) on C17H21BN6Os as an isolated structure in a non-equilibrium geometry.

Geometry as ORCA input:
```
! RIJCOSX wB97M-V def2-TZVPD def2/J DEFGRID3
* xyz 2 5
Os -0.114 0.126 -0.386
N -0.837 -1.780 -0.042
N -0.125 -0.384 -2.601
N 1.869 -1.842 -1.189
N -0.363 -2.774 -0.950
N 1.670 -0.721 -0.373
N 0.356 -1.635 -2.949
C -1.067 -3.901 -0.835
C 1.401 3.030 4.149
C 2.878 -0.348 0.136
C -2.784 2.774 -0.317
C -2.021 -3.730 0.166
C 3.833 -1.235 -0.384
C 2.085 3.982 3.408
C 0.575 2.096 3.547
C 1.036 3.076 1.396
C 0.457 2.063 2.153
C 0.322 -1.850 -4.279
C 1.865 3.995 2.038
C -0.343 0.941 1.426
C 3.154 -2.128 -1.191
C -0.461 0.184 -3.805
C -0.191 -0.715 -4.860
C -1.843 -2.396 0.641
B 0.810 -2.648 -1.934
H 0.850 3.117 0.328
H -1.272 1.439 1.003
H 1.194 -3.651 -2.422
H -3.081 3.670 0.216
H 3.489 -2.951 -1.748
H -0.862 1.155 -3.918
H -3.215 1.903 0.152
H 2.766 4.671 3.887
H -2.724 -4.485 0.495
H -0.325 -0.529 -5.904
H -0.788 -4.728 -1.496
H 2.990 0.479 0.805
H -3.170 2.881 -1.321
H 1.519 2.991 5.209
H -1.711 2.645 -0.349
H -0.479 0.081 2.125
H -2.374 -1.872 1.423
H 0.636 -2.792 -4.739
H -0.030 1.385 4.093
H 4.864 -1.243 -0.215
H 2.386 4.718 1.453
*
```

## Properties
Total energy   -30034.4593 eV
LUMO (spin up / spin down)   -7.38 / -10.62 eV
Max |F|   3.70 eV/Å
Frontier orbital gap (spin up / spin down)   0.2622 / 0.1550 Eh
HOMO (spin up / spin down)   -14.5 / -14.8 eV
Expectation value of S²   6.034

***

No. 10
ORCA calculation (ωB97M-V/def2-TZVPD) on C17H21BeF3N2O6 as an isolated structure in a non-equilibrium geometry.

Geometry as ORCA input:
```
! RIJCOSX wB97M-V def2-TZVPD def2/J DEFGRID3
* xyz 2 1
F -4.590 -2.112 1.871
F -4.453 -1.855 -0.284
F -3.555 -3.653 0.744
O -2.607 -1.651 1.054
O -0.047 -3.076 -0.129
O 0.483 1.539 1.268
O 0.528 -4.144 -2.097
O 0.270 -1.859 -2.012
O 3.317 0.451 -1.729
N -1.842 1.444 1.566
N 5.557 0.460 -0.110
C -1.981 2.184 0.391
C 0.277 -1.569 1.650
C -3.040 3.226 0.365
C 2.293 -1.593 -0.760
C -0.303 -0.376 2.514
C -1.196 2.028 -0.894
C 3.170 -0.290 -0.499
C -3.779 -2.322 0.791
C -0.248 -1.652 0.179
C -0.511 0.950 1.703
C -1.454 2.856 -2.069
C 0.782 -1.112 -0.893
C -2.507 3.848 -2.073
C 0.287 -3.189 -1.490
C -3.284 4.021 -0.826
C 4.592 -0.668 0.044
C -1.781 -1.491 -0.110
Be -0.153 3.481 0.411
H 5.006 -1.535 -0.525
H 0.366 -0.191 3.398
H -1.947 -0.489 -0.603
H -2.120 -2.241 -0.870
H 3.894 -0.068 -2.316
H 1.387 -1.553 1.744
H 2.654 0.409 0.210
H -0.055 -2.513 2.159
H -2.157 1.940 2.411
H 0.902 -0.007 -0.981
H -3.666 3.372 1.278
H -1.295 -0.681 2.926
H 6.247 0.328 0.638
H 2.456 -2.321 0.070
H 4.476 -0.886 1.139
H 2.651 -1.980 -1.749
H 5.051 1.306 0.176
H -0.391 1.267 -0.962
H -4.083 4.788 -0.771
H -2.750 4.475 -2.961
H -0.854 2.706 -2.990
*
```

## Properties
Total energy   -41766.8509 eV
LUMO   -11.38 eV
Max |F|   3.87 eV/Å
Frontier orbital gap   0.0983 Eh
HOMO   -14.1 eV